Here is 2 unconnected molecules or ions with the total composition C2H3F3S at a distorted geometry from the OMol25 dataset. Energies are from wB97M-V/def2-TZVPD.

Each line ends with the Mulliken charge.
Positions of all 9 atoms, in Å:
1 C 1.445 0.248 -0.018  0.504
2 C 0.714 -0.799 -0.775  -0.400
3 F 0.971 1.477 -0.297  -0.217
4 F 2.766 0.284 -0.378  -0.250
5 F 0.551 -1.970 -0.179  -0.195
6 S -2.183 0.285 -0.422  -0.181
7 H 1.406 0.082 1.071  0.173
8 H 0.586 -0.796 -1.846  0.437
9 H -2.027 0.657 0.845  0.128

## Properties
HOMO energy (spin up / spin down) ... -9.870 / -9.434 eV
LUMO level (spin up / spin down) ... -0.023 / -0.083 hartree
Max |F| ... 1.04 eV/Å

Here is a molecular structure, C13H5BBrF4N3O9Y at a distorted geometry from the OMol25 dataset. Energies are from wB97M-V/def2-TZVPD.

Each line ends with the Mulliken charge.
Positions of all 37 atoms, in Å:
1 Y -0.032 0.265 0.338  1.620
2 O 1.485 3.431 2.593  -0.687
3 C 0.698 2.628 2.151  0.544
4 O 1.018 1.617 1.361  -0.701
5 C -0.786 2.784 2.491  0.399
6 C -1.090 3.908 3.227  -0.744
7 C -2.393 4.203 3.552  -0.349
8 C -3.429 3.422 3.121  -0.192
9 C -3.145 2.301 2.382  -0.227
10 C -1.826 1.887 2.093  0.647
11 O -1.558 0.735 1.546  -0.863
12 N -4.345 1.549 1.904  0.985
13 O -5.405 1.746 2.489  -0.633
14 O -4.187 0.710 1.051  -0.563
15 N -2.696 5.412 4.358  1.060
16 O -3.866 5.685 4.562  -0.644
17 O -1.765 6.124 4.685  -0.636
18 H -0.282 4.555 3.532  0.599
19 H -4.450 3.676 3.347  0.629
20 Br 1.253 0.910 -7.186  -0.197
21 C 0.731 1.848 -5.629  0.060
22 C 0.421 3.194 -5.719  -0.137
23 N 0.038 3.919 -4.661  -0.620
24 C -0.051 3.283 -3.484  -0.209
25 C 0.256 1.945 -3.318  0.155
26 C 0.665 1.208 -4.413  -0.336
27 C 0.159 1.298 -1.968  0.925
28 O 1.023 0.449 -1.629  -0.694
29 O -0.809 1.619 -1.201  -0.656
30 H 0.484 3.701 -6.675  0.365
31 H -0.381 3.864 -2.629  0.478
32 H 0.927 0.163 -4.306  0.519
33 F 0.465 -3.632 0.481  -0.341
34 B 0.259 -2.287 0.588  0.360
35 F -0.527 -1.755 -0.512  -0.289
36 F -0.411 -1.845 1.740  -0.290
37 F 1.464 -1.503 0.551  -0.336

## Properties
HOMO energy ... -6.762 eV
Charge ... -1
LUMO level ... 0.073 hartree
Max |F| ... 3.19 eV/Å

max |F| of number 1 (C2H3F3S)?
1.04 eV/Å

Among the records above, which one has the highest max |F|?
C13H5BBrF4N3O9Y

Among the records above, which one has the highest max |F|?
C13H5BBrF4N3O9Y

Among the records above, which one has the lowest max |F|?
C2H3F3S